Here is C21H31N4O3SSiTl as an isolated structure from the OMol25 dataset. Energies are from ωB97M-V with the def2-TZVPD basis set.

Geometry as ORCA input:
```
! wB97M-V def2-TZVPD RIJCOSX def2/J DEFGRID3
* xyz 2 1
Tl 1.332 -2.610 -1.626
S 0.133 0.542 -2.007
Si -2.438 -1.123 -1.019
O -0.299 0.190 -3.316
O -0.639 0.123 1.480
O 1.552 0.356 -1.702
N 1.150 -2.759 1.153
N -0.699 -0.298 -0.818
N 3.864 -2.662 -0.578
N 2.499 1.187 0.828
C 2.709 -0.309 0.972
C -0.634 0.543 0.349
C 2.143 -2.361 2.191
C -0.171 3.388 -1.982
C -0.788 3.070 0.767
C 3.545 -2.899 1.882
C -0.254 2.148 -1.389
C 4.316 -2.199 0.754
C -4.671 1.873 0.710
C -0.426 4.490 -1.166
C -4.802 2.788 -0.328
C -2.514 -1.996 -2.638
C -4.031 0.660 0.487
C 2.163 -0.834 2.288
C 4.177 -0.673 0.818
C -0.548 1.977 -0.041
C -3.517 0.349 -0.775
C -3.677 1.270 -1.817
C -0.729 4.336 0.184
C -4.314 2.483 -1.596
C -2.409 -2.316 0.388
H 5.369 -2.435 0.891
H 4.604 -0.234 -0.091
H -3.351 -2.881 0.419
H 0.941 -3.747 1.270
H -2.282 -1.823 1.357
H -1.599 -3.041 0.248
H 2.143 -0.734 0.158
H 4.453 -2.238 -1.292
H 2.557 1.447 -0.159
H -1.935 -1.524 -3.428
H -0.394 5.483 -1.598
H -0.935 5.213 0.786
H 4.139 -2.815 2.796
H 3.184 1.718 1.359
H 0.059 3.505 -3.036
H -5.078 2.099 1.689
H -3.940 -0.052 1.305
H -4.448 3.183 -2.415
H -3.560 -2.026 -2.970
H 1.845 -2.753 3.162
H 4.746 -0.302 1.677
H 0.275 -2.265 1.335
H 1.569 1.448 1.156
H 2.803 -0.534 3.124
H -3.313 1.032 -2.816
H -5.301 3.736 -0.154
H 3.481 -3.970 1.656
H -1.056 2.934 1.809
H 4.032 -3.662 -0.650
H 1.151 -0.467 2.475
H -2.182 -3.032 -2.521
*
```

Calculated values
Energy (a.u.): -2123.3205

---

Here is a 14-piece molecular cluster, C3H34NO14 overall at a distorted geometry from the OMol25 dataset. Energies are from ωB97M-V with the def2-TZVPD basis set.

Geometry as ORCA input:
```
! wB97M-V def2-TZVPD RIJCOSX def2/J DEFGRID3
* xyz -1 1
O 3.689 -0.733 2.101
O -2.146 3.107 2.005
O -4.026 -1.261 -2.263
O -0.703 -0.710 -3.365
O -3.134 1.481 0.071
O 1.782 -3.233 -2.882
O 0.635 -1.890 2.454
O 2.475 -2.413 -0.198
O 0.158 -4.114 1.006
O 0.089 1.580 2.973
O -2.035 -0.126 2.523
O -2.142 -0.872 0.081
O -1.169 0.718 -1.515
O 0.404 4.125 1.416
N 1.504 0.166 -0.157
C -0.172 1.631 -1.673
C 2.302 2.043 -1.595
C 1.276 0.869 -1.491
H -1.044 0.174 -3.771
H -3.994 1.123 -0.208
H -1.479 -0.156 -0.476
H -1.626 2.696 2.728
H -2.361 -0.282 1.579
H -0.285 2.040 -2.640
H 2.522 -1.380 0.079
H -0.007 -4.045 0.039
H 1.078 -4.252 1.074
H -0.738 -0.511 -2.349
H -0.521 4.355 1.539
H -2.316 1.072 -0.405
H 3.344 1.686 -1.394
H -3.207 -1.794 -2.360
H 0.489 -2.593 1.824
H -2.501 -0.506 3.248
H 1.025 1.227 3.060
H 0.924 -2.918 -3.218
H 1.696 -2.749 -2.041
H 2.201 2.521 -2.477
H 0.689 -0.430 -0.011
H -3.754 -0.840 -1.442
H -0.287 -1.578 2.625
H -0.279 2.315 -0.768
H 0.626 3.396 1.936
H -0.673 1.068 2.769
H 3.269 -2.492 -0.721
H 2.040 2.846 -0.861
H 3.391 -1.600 1.699
H 1.543 0.803 0.533
H -2.214 2.368 1.437
H 1.354 -0.045 -2.164
H 3.976 -0.218 1.420
H -1.670 -1.672 0.225
*
```

Calculated values
Energy (a.u.): -1242.8080

---

Here is C4H14NO3 as an isolated structure at a distorted geometry from the OMol25 dataset. Energies are from ωB97M-V with the def2-TZVPD basis set.

Geometry as ORCA input:
```
! wB97M-V def2-TZVPD RIJCOSX def2/J DEFGRID3
* xyz -1 1
O 2.215 -0.127 0.285
O -2.089 -3.331 0.129
O 1.128 -1.947 1.497
N -1.198 -0.041 0.413
C -1.256 2.376 0.273
C -0.322 1.136 0.146
C 0.659 1.186 -1.045
C 1.667 0.035 -0.964
H -1.811 2.282 1.201
H -1.876 2.398 -0.622
H 2.448 0.351 -1.726
H 1.215 -0.922 -1.268
H 1.912 -2.523 1.462
H -1.415 -2.627 0.050
H -1.805 -0.399 -0.323
H -1.567 -3.666 0.897
H -0.474 -0.761 0.536
H 1.657 -1.000 0.771
H 0.061 1.047 -1.962
H 0.263 1.163 1.069
H 1.169 2.137 -1.076
H -0.582 3.234 0.254
*
```

Calculated values
Energy (a.u.): -441.2809

---

Here is the molecule C4H11PS at a distorted geometry from the OMol25 dataset. Energies are from ωB97M-V with the def2-TZVPD basis set.

Geometry as ORCA input:
```
! wB97M-V def2-TZVPD RIJCOSX def2/J DEFGRID3
* xyz 0 1
S 2.104 -1.800 -1.477
P 0.364 -1.552 -0.834
C 0.499 0.066 1.567
C 0.654 1.172 -0.823
C -1.495 0.266 0.047
C -0.077 0.078 0.034
H 0.264 2.282 -0.601
H -1.755 0.747 -0.800
H 1.701 1.220 -0.625
H -1.665 0.926 0.829
H -0.130 -0.683 2.204
H 1.595 -0.282 1.724
H 0.514 1.095 -1.936
H -0.139 -2.521 0.274
H -2.111 -0.699 0.147
H 0.355 1.081 1.954
H -0.677 -1.396 -1.683
*
```

Calculated values
Structure (SMILES): CC(C)(C)[PH2]=S
Energy (a.u.): -898.4958

---

Here is C54H47MoN6O3P2 as an isolated structure at a distorted geometry from the OMol25 dataset. Energies are from ωB97M-V with the def2-TZVPD basis set.

Geometry as ORCA input:
```
! wB97M-V def2-TZVPD RIJCOSX def2/J DEFGRID3
* xyz 3 3
Mo -0.042 0.042 -0.318
P -0.416 0.222 2.246
P 2.551 -0.161 -0.585
O -0.808 -1.579 -0.633
O -1.633 -3.594 -0.256
O 2.365 -0.848 2.057
N 0.226 -0.017 -2.514
N 0.119 -0.126 -4.638
N 0.199 2.065 -0.901
N -0.168 1.165 -4.366
N -2.254 0.646 -0.277
N -0.122 4.685 -1.782
C 2.497 -1.865 4.248
C 3.686 2.666 -4.077
C 5.638 0.762 2.653
C 4.666 -3.372 -1.923
C -3.400 0.642 -0.273
C -1.867 -2.886 -2.485
C 3.758 -4.423 -1.833
C 0.753 -1.350 5.828
C -2.675 -2.070 -4.595
C -2.270 -1.832 -3.293
C 2.102 -2.920 -0.955
C 3.800 0.289 0.648
C -2.919 0.157 3.551
C -0.115 2.354 -2.181
C -4.883 0.681 -0.328
C -2.248 -1.828 2.344
C 3.000 -1.856 -1.071
C 0.051 -0.683 4.842
C 4.439 0.133 2.969
C -1.483 -2.752 -1.066
C -2.032 -0.493 2.693
C 0.592 2.515 3.461
C -3.323 -2.519 2.881
C -0.461 1.968 2.729
C -1.497 4.144 2.590
C -1.866 -4.184 -2.990
C 3.297 0.427 -3.270
C 4.295 -2.093 -1.537
C -4.190 -1.882 3.763
C -2.681 -3.368 -5.097
C 5.013 0.911 0.346
C 1.956 -1.978 5.519
C 1.825 -1.118 3.300
C -0.090 1.194 -3.074
C -1.500 2.793 2.283
C -2.268 -4.424 -4.293
C 0.598 3.877 3.752
C 0.581 -0.574 3.552
C -0.302 3.652 -2.605
C 3.208 2.288 -1.750
C 0.347 -0.832 -3.542
C 3.080 0.914 -1.981
C 3.611 1.299 -4.309
C 0.531 3.107 -0.132
C -5.367 -0.047 -1.594
C 2.482 -4.202 -1.339
C -0.442 4.689 3.314
C -5.474 -0.010 0.910
C 3.554 -0.147 1.947
C 3.494 3.162 -2.792
C -5.311 2.163 -0.365
C 5.939 1.127 1.350
C 0.358 4.409 -0.577
C -3.996 -0.544 4.084
H 0.123 -0.442 -5.597
H -2.308 2.371 1.699
H 4.056 -5.424 -2.131
H 3.578 4.227 -2.601
H 2.486 -2.544 6.277
H -2.318 4.775 2.267
H -2.284 -0.823 -2.915
H 5.672 -3.552 -2.287
H 0.357 -1.395 6.836
H -3.013 -3.555 -6.112
H 6.892 1.587 1.117
H 5.017 -1.285 -1.588
H 4.232 -0.139 3.991
H -5.053 -1.092 -1.599
H 1.784 -5.027 -1.239
H 3.245 -0.638 -3.461
H 6.354 0.955 3.444
H -4.855 2.701 -1.202
H 5.230 1.236 -0.663
H -5.012 0.439 -2.506
H 3.810 0.906 -5.301
H 3.429 -2.357 3.991
H -0.588 3.846 -3.635
H -6.458 -0.021 -1.597
H -1.570 -2.346 1.684
H -5.172 -1.057 0.970
H -0.423 5.751 3.535
H -2.281 -5.438 -4.674
H -5.182 0.497 1.830
H -5.054 2.669 0.568
H 1.405 1.886 3.808
H -6.395 2.199 -0.483
H 3.913 3.345 -4.894
H -1.549 -5.005 -2.356
H 1.410 4.298 4.334
H 0.602 -1.883 -3.511
H 3.121 2.671 -0.742
H -0.905 -0.233 5.079
H 0.944 2.901 0.843
H -6.561 0.030 0.823
H -3.476 -3.564 2.624
H 1.129 -2.767 -0.526
H -4.674 -0.042 4.768
H -2.993 -1.243 -5.221
H 0.613 5.241 0.067
H -5.019 -2.429 4.199
H -2.769 1.195 3.824
*
```

Calculated values
Energy (a.u.): -3390.3255

---

Here is a 3-piece molecular cluster, C3H10O3S overall at a distorted geometry from the OMol25 dataset. Energies are from ωB97M-V with the def2-TZVPD basis set.

Geometry as ORCA input:
```
! wB97M-V def2-TZVPD RIJCOSX def2/J DEFGRID3
* xyz 0 1
S 1.726 1.798 -1.228
O -0.429 -1.115 1.705
O -0.738 -2.418 -1.979
O -4.071 1.155 1.746
C 1.460 -0.503 0.344
C 0.511 -1.450 1.039
C 0.772 0.808 -0.044
H 1.778 -0.987 -0.577
H -0.261 0.684 -0.327
H -4.810 1.698 2.044
H 0.725 1.478 0.823
H 2.260 -0.335 1.064
H 1.514 1.051 -2.313
H 0.769 -2.525 0.943
H -3.804 0.691 2.550
H -0.767 -1.594 -2.482
H -1.666 -2.614 -1.809
*
```

Calculated values
Structure (SMILES): O=CCCS.O.O
Energy (a.u.): -744.1839

---

Here is a 2-piece molecular cluster, C2H6O2S2 overall from the OMol25 dataset. Energies are from ωB97M-V with the def2-TZVPD basis set.

Geometry as ORCA input:
```
! wB97M-V def2-TZVPD RIJCOSX def2/J DEFGRID3
* xyz 0 1
S 2.416 0.608 -1.030
S 0.869 1.645 -0.273
O -0.780 -1.222 -0.551
O -2.897 -0.738 -1.158
C -2.011 -1.523 -0.971
C 0.855 1.197 1.485
H 1.863 1.241 1.878
H -0.692 -0.250 -0.402
H 0.259 1.950 1.980
H -2.116 -2.584 -1.213
H 1.794 -0.515 -1.406
H 0.441 0.192 1.662
*
```

Calculated values
Structure (SMILES): O=CO.CSS
Energy (a.u.): -1026.6626